1.
16
Properties=species:S:1:pos:R:3:forces:R:3 method="wB97M-V/def2-TZVPD" homo_lumo_gap_ha=0.35621 e_homo_ev=-8.72 fmax_ev_per_a=2.58 smiles=CN(C)CCCl charge=0 e_above_lowest_kj_mol=116.4
C 1.3225 -1.2135 -0.1086 -1.521 0.607 -1.085
N 0.4419 -0.0111 -0.1691 2.174 -1.225 -0.262
C 1.1079 1.2203 0.1063 1.877 0.122 -1.767
C -0.7772 -0.2219 0.4829 -1.322 -0.123 0.546
C -1.8082 0.2740 -0.4457 -1.374 1.042 0.104
Cl -3.4684 -0.1195 0.0547 -0.438 -0.107 0.322
H 1.9175 -1.2201 0.7707 0.853 -0.052 0.923
H 1.9270 -1.3427 -1.0154 0.019 0.344 0.279
H 0.6269 -2.0530 -0.0697 0.420 -0.183 -0.038
H 1.9970 1.2202 -0.6094 -1.038 0.432 0.691
H 0.4500 2.0629 -0.1942 0.583 -0.271 0.754
H 1.6114 1.2605 1.0910 -0.721 0.370 0.123
H -0.9659 0.2174 1.4656 0.540 0.132 0.307
H -0.9192 -1.2720 0.5637 -0.338 -0.905 0.436
H -1.6884 -0.1519 -1.3989 0.244 -0.495 -1.179
H -1.7750 1.3505 -0.5238 0.041 0.314 -0.153

---

2.
10
Properties=species:S:1:pos:R:3:forces:R:3 method="wB97M-V/def2-TZVPD" homo_lumo_gap_ha=0.34328 e_homo_ev=-9.38 fmax_ev_per_a=5.30 charge=0 e_above_lowest_kj_mol=408.4
H 0.6316 1.6111 -0.7342 0.614 0.445 0.116
N 1.5054 1.3662 -0.2224 -1.862 -1.581 -0.891
C 1.3879 0.1110 0.0073 3.610 1.779 3.455
N 0.4033 -0.8224 -0.0319 0.681 -3.067 -1.498
O -0.7779 -0.4756 -0.7391 -0.143 0.264 1.164
C -1.6891 -0.0750 0.2120 -0.076 0.143 1.170
S -3.1743 0.4058 -0.1370 0.106 -0.061 -0.309
H 2.1993 -0.3135 0.7710 -1.224 0.439 -2.054
H 0.8636 -1.7294 -0.4390 -1.762 1.896 0.850
H -1.3500 -0.0782 1.3133 0.054 -0.257 -2.004